C4H6ClN2 | wB97M-V/def2-TZVPD

Structure (XYZ):
```
13
Properties=species:S:1:pos:R:3:forces:R:3:mulliken_charge:R:1
Cl -3.3940 0.7787 0.0841 -0.3 -0.4 -0.2 0.093
N 0.5554 0.7019 -0.1534 -0.8 -4.0 0.9 -0.382
N -0.2647 -1.4713 0.2728 -1.9 1.9 -0.8 -0.181
C 1.4391 1.7952 -0.0476 3.1 1.0 -2.3 -0.729
C -1.6038 -1.4214 -0.1510 0.8 -0.9 0.5 0.126
C 0.7524 -0.5193 0.1916 0.4 2.8 0.4 0.055
C -2.4867 -0.4581 -0.2529 1.8 0.2 0.2 0.245
H 0.1293 -2.3326 0.0917 0.6 -2.4 -0.2 0.261
H 2.6403 1.7161 -0.1738 -2.6 -0.8 0.8 0.276
H 1.2330 2.4072 -0.9472 -0.2 0.2 0.8 0.268
H 1.1945 2.3250 0.8471 0.0 0.6 0.5 0.309
H -1.8402 -2.4800 -0.3768 -1.0 0.8 0.0 0.338
H 1.6454 -1.0414 0.6153 -0.1 0.9 -0.6 0.321
```
Positions in Å, forces in eV/Å.

Output
E_HOMO (alpha / beta) = -13.69 / -13.69 eV
Max |F| = 4.20 eV/Å
Charge = +1
Energy relative to the best compared isomer or geometry (same formula, charge and spin) = 108.10 kcal per mole

=====

C12H28N4O12S2 | wB97M-V/def2-TZVPD

Structure (XYZ):
```
58
Properties=species:S:1:pos:R:3:forces:R:3:mulliken_charge:R:1
S -2.2840 0.8563 -3.9447 -1.3 0.1 3.4 1.126
S -0.7099 -0.9311 0.7492 1.6 -2.7 -0.2 1.051
O 3.5544 0.3292 5.6482 0.2 0.4 -1.3 -0.519
O -3.3118 1.8757 -4.1551 1.1 -1.0 -0.9 -0.663
O 2.4637 -3.1909 -0.8759 -0.6 -1.5 -1.5 -0.534
O -6.2940 -0.9729 1.0705 0.8 0.2 -0.5 -0.557
O -1.1975 0.3594 1.0380 -0.8 2.6 0.3 -0.646
O 1.0792 2.6258 2.3630 -0.2 2.5 -2.3 -0.512
O -5.4149 0.7358 0.0095 0.1 -2.9 1.0 -0.534
O 1.7358 -4.6131 -2.4446 0.7 1.7 1.3 -0.542
O 3.7832 1.5624 3.8317 0.1 -1.7 1.3 -0.465
O -1.0654 -1.5178 -0.5507 0.7 0.3 1.4 -0.631
O -2.6691 -0.5600 -3.8650 0.7 1.5 -0.7 -0.644
O 1.9098 3.8876 0.7521 -2.0 -0.4 1.1 -0.522
N 0.9519 3.4994 1.4381 3.1 -1.6 2.6 0.820
N 1.9378 -3.4943 -1.9628 -0.1 -0.2 0.7 0.958
N 4.0334 0.5743 4.5407 -0.1 1.5 0.6 0.854
N -5.3945 -0.4682 0.4162 -1.9 3.5 0.3 0.866
C 1.1585 -0.9423 1.1423 -0.7 -1.0 -0.1 -0.689
C -0.7622 1.1052 -4.8765 0.4 0.8 -0.8 -0.692
C -1.1692 -2.0252 2.1906 1.2 0.2 -1.5 -0.863
C -0.0069 1.3628 -2.6116 -0.7 0.9 -0.1 -0.155
C -1.5389 1.3558 -2.2646 1.1 -0.7 -1.4 0.234
C 5.1074 -0.3318 4.0653 -0.1 0.2 -0.6 -0.780
C 1.4990 -2.3384 -2.7336 -1.6 1.2 -1.5 -0.827
C -0.4266 3.8557 1.0812 0.5 -1.3 -0.1 -0.391
C 1.1581 -0.8686 2.6416 -1.6 0.9 0.5 -0.398
C 0.0745 -1.9188 3.1344 0.4 -0.5 0.7 -0.855
C -4.2008 -1.2327 0.1020 -0.6 0.0 -0.6 -0.233
C 0.1095 2.0370 -4.0265 -0.6 -1.3 1.3 -0.803
H 2.1527 -0.9027 3.0864 -0.1 -0.9 -0.1 0.150
H 1.9507 -2.3059 -3.7251 0.9 0.1 0.4 0.353
H -1.8045 0.5892 -1.5366 0.0 0.1 -0.2 -0.405
H 0.3182 0.3225 -2.6251 0.2 0.1 -0.1 -0.249
H -4.0380 -0.8808 -0.9167 0.9 -0.5 0.1 0.118
H -1.9454 2.3257 -1.9782 0.0 -0.1 -0.3 0.345
H 4.8952 -1.3328 4.4409 0.1 0.2 -0.3 0.293
H -1.1211 4.2666 1.8139 1.0 0.9 0.2 0.237
H 0.4892 -2.9177 3.2700 0.4 -0.2 -0.9 0.342
H -1.2597 -2.9597 1.6370 0.4 -0.4 0.4 0.484
H 1.5988 -1.9197 0.9447 -0.4 0.0 -0.9 0.216
H -0.2488 4.3307 0.1164 -1.2 -0.1 0.1 0.360
H 1.1397 2.0774 -4.3803 -0.1 0.0 -0.1 0.379
H 5.1107 -0.1866 2.9850 0.0 -0.6 0.1 0.320
H 0.4590 -2.3768 -3.0576 -0.4 -1.0 0.5 0.347
H 0.8475 0.1391 2.9176 -0.3 0.0 0.2 0.283
H -0.1664 -1.7936 4.1900 -0.5 0.9 -0.1 0.433
H 1.7098 -0.1677 0.6093 -0.4 0.1 0.0 0.528
H -0.7047 2.8082 1.1977 -1.3 -0.2 -1.6 0.031
H -0.9581 1.5266 -5.8624 -0.4 -0.2 0.0 0.483
H -4.5184 -2.2739 0.1584 0.6 0.1 0.1 0.270
H -0.2358 0.1558 -4.9743 -0.3 -0.1 0.0 0.312
H -0.2927 3.0449 -3.9242 0.0 0.0 -0.3 0.355
H -2.1830 -1.8503 2.5506 0.3 0.7 0.2 0.486
H 0.6333 1.9237 -1.9307 -0.3 -0.1 0.4 0.456
H 1.4615 -1.4056 -2.1709 1.1 -0.3 0.1 0.243
H -3.4640 -0.8968 0.8316 0.1 -0.3 -0.4 0.060
H 6.0636 0.0440 4.4296 -0.2 0.0 0.3 0.315
```
Positions in Å, forces in eV/Å.

Output
E_HOMO = -10.24 eV
Max |F| = 4.37 eV/Å
SMILES = C[N+](=O)[O-].C[N+](=O)[O-].C[N+](=O)[O-].C[N+](=O)[O-].O=S1(=O)CCCC1.O=S1(=O)CCCC1
Charge = 0
Energy relative to the best compared isomer or geometry (same formula, charge and spin) = 337.69 kcal per mole

=====

C3H15NO3 | wB97M-V/def2-TZVPD

Structure (XYZ):
```
22
Properties=species:S:1:pos:R:3:forces:R:3:mulliken_charge:R:1
O -0.5796 -0.9479 -1.9272 2.4 -1.5 -0.9 -0.654
O -0.6855 -1.6955 1.0699 -1.3 -0.9 0.8 -0.667
O -0.5296 -3.8529 -0.9765 -0.1 0.1 -0.1 -0.666
N 0.2596 0.5632 0.3934 1.7 1.0 1.2 -0.343
C 0.1756 2.0429 0.3099 -1.2 -1.2 -0.7 -0.454
C 1.2527 0.2834 1.5317 1.2 -0.9 -1.8 -0.912
C -0.3017 2.4033 -1.0426 -3.0 3.2 -1.4 -1.088
H 0.2852 -4.3544 -1.0416 0.1 -0.1 0.1 0.312
H -0.8948 3.4200 -1.0766 0.3 -1.8 0.9 0.291
H -0.5890 -3.5412 -0.0645 0.0 0.1 0.1 0.326
H 1.1419 2.3805 0.5192 1.4 1.3 0.3 0.394
H -0.9912 1.6899 -1.5085 0.3 0.0 0.2 0.202
H 0.6701 0.3618 -0.5120 0.1 -0.8 0.1 0.282
H -1.2821 -0.6265 -1.4315 -2.2 1.0 1.3 0.305
H 2.3958 0.4105 1.2492 -2.3 0.0 0.3 0.251
H -0.2481 -1.6814 -1.3620 -0.4 0.2 -0.8 0.315
H 1.1247 -0.7532 1.9115 0.1 0.9 -0.3 0.308
H -0.5528 2.4635 0.9736 -0.1 -0.2 1.0 0.297
H -0.6654 -0.7896 0.6809 0.2 0.2 0.2 0.424
H 0.9921 1.0187 2.2592 0.1 0.2 0.9 0.412
H 0.3230 2.8192 -1.7826 2.0 -0.8 -0.9 0.389
H -1.3006 -1.6144 1.8273 0.5 -0.2 -0.7 0.278
```
Positions in Å, forces in eV/Å.

Output
E_HOMO = -9.88 eV
Max |F| = 4.58 eV/Å
SMILES = CCNC.O.O.O
Charge = 0
Energy relative to the best compared isomer or geometry (same formula, charge and spin) = 45.15 kcal per mole